Record 1
CH12N2O4 | ωB97M-V/def2-TZVPD

XYZ file:
```
19
Properties=species:S:1:pos:R:3:lowdin_charge:R:1
O -2.91211 2.63485 -3.55737 -0.12
O -3.55624 1.01931 -1.16006 -0.03
O 4.17260 -0.65809 2.49098 -0.06
O 1.37154 -3.01827 2.99093 -0.07
N -0.47893 0.46799 -0.98946 0.22
N 0.97345 -0.57266 0.63871 0.33
C 0.74148 0.25942 -0.36646 -0.08
H -3.11820 1.82529 -2.91638 0.05
H 4.55373 -0.93655 1.63006 0.05
H 1.87923 -0.47500 1.07730 0.07
H 1.58056 -2.70161 2.08416 0.00
H -3.75324 2.74771 -3.99610 0.02
H -4.23820 0.85437 -0.51658 0.06
H -1.12037 -0.27536 -0.55943 0.18
H -0.51278 0.45524 -1.95398 0.11
H 1.58633 0.66367 -0.95328 0.18
H -2.74616 1.04654 -0.65095 0.00
H 2.00126 -3.74969 3.04275 0.05
H 3.37109 -0.10072 2.25050 0.04
```

Computed properties:
2S+1 = 2
Net charge = +1
Kohn-Sham gap (spin up / spin down) = 7.775 / 3.635 eV
E_LUMO (spin up / spin down) = -5.886 / -10.026 eV
<S²> = 0.763

Record 2
C22H31F3N2O2 | ωB97M-V/def2-TZVPD

XYZ file:
```
60
Properties=species:S:1:pos:R:3:lowdin_charge:R:1
F -5.92449 3.19606 0.63991 0.13
F -4.04599 3.30926 -0.40000 0.13
F -5.60452 2.02816 -1.13673 0.13
O -1.85078 -4.24594 -0.58124 -0.20
O -3.48862 -0.91096 1.98478 0.06
N 2.01079 0.37547 0.07040 -0.13
N -1.96406 -1.41378 0.40808 -0.04
C -3.43816 0.51487 0.06227 -0.08
C 6.37569 -0.67187 -0.03251 -0.03
C 1.53642 0.99804 -2.22459 -0.17
C -2.51147 -5.37074 -1.10067 -0.11
C -2.96910 -0.66290 0.91154 -0.44
C 7.25856 1.55857 -0.24291 -0.09
C -2.35603 -3.84044 0.67312 -0.20
C 7.39140 0.19181 -0.41868 -0.09
C 2.94843 0.25883 1.17199 -0.28
C 4.01192 -0.86130 1.02372 -0.07
C 6.10669 2.08979 0.32077 -0.03
C 0.36732 0.02063 -2.26383 -0.16
C 5.09551 1.23149 0.70300 -0.20
C -1.32685 -1.20213 -0.87534 -0.12
C -5.01176 2.45907 -0.00951 -0.64
C -4.47788 1.32510 0.83455 -0.07
C -0.17500 -0.18406 -0.84931 -0.28
C -1.59241 -2.60431 1.15041 -0.12
C 5.23094 -0.14408 0.52904 -0.19
C 2.59919 0.49998 -1.24922 -0.18
C 0.96424 -0.62561 0.07310 -0.16
C 3.77002 1.55770 1.32120 -0.07
H 1.18242 1.97511 -1.89267 0.12
H 3.68553 -1.65249 0.34824 0.11
H -3.42788 -3.60682 0.59727 0.13
H 0.58693 -0.71902 1.09425 0.12
H 3.42429 1.21068 -1.20861 0.12
H 8.29253 -0.20634 -0.86170 0.10
H 3.90150 1.80223 2.37786 0.12
H 2.33921 0.09238 2.06552 0.14
H -0.94570 -2.17059 -1.20492 0.12
H -3.57879 -5.16933 -1.25291 0.09
H -0.42011 0.39851 -2.91894 0.12
H -2.23254 -4.65187 1.40642 0.13
H 8.05705 2.21812 -0.54978 0.10
H 3.26766 2.39770 0.84254 0.12
H -5.31282 0.68762 1.12933 0.14
H -3.88600 0.12949 -0.85750 0.13
H 4.21559 -1.31864 1.99530 0.12
H 0.70556 -0.93899 -2.66258 0.12
H 6.00288 3.15703 0.45346 0.11
H -0.53408 0.77836 -0.47440 0.14
H 1.97317 1.10858 -3.21814 0.11
H 6.48112 -1.73832 -0.17174 0.11
H -0.52372 -2.78385 1.03815 0.12
H -2.04350 -5.59394 -2.05720 0.09
H 2.99968 -0.46185 -1.61602 0.13
H -2.06860 -0.87568 -1.60872 0.13
H 1.33198 -1.61534 -0.25746 0.13
H -2.59590 1.15209 -0.20544 0.11
H -1.83593 -2.42780 2.19998 0.13
H -4.03776 1.74645 1.73946 0.14
H -2.40932 -6.23446 -0.43235 0.09
```

Computed properties:
Kohn-Sham gap = 9.212 eV
Structure (SMILES) = COCCN(C[C@@H]1CCCN(C2Cc3ccccc3C2)C1)C(=O)CCC(F)(F)F
E_LUMO = 0.689 eV

Record 3
C4H12NO2 | ωB97M-V/def2-TZVPD

XYZ file:
```
19
Properties=species:S:1:pos:R:3:lowdin_charge:R:1
O -1.28930 -4.62962 1.90929 -0.07
O 1.50332 0.04374 -1.55209 -0.39
N 0.03872 0.54661 0.93133 -0.10
C -0.98379 0.56730 -0.17108 -0.32
C -1.76373 1.63916 -0.95842 -0.11
C 1.78859 1.22126 -0.91432 -0.51
C 1.23842 1.37698 0.56220 -0.23
H -1.16866 -3.67194 1.87517 0.03
H -0.36445 0.08801 -0.96233 0.06
H -1.39119 -4.78326 0.95397 0.04
H -1.09503 1.85472 -1.79119 0.06
H 1.59648 2.12516 -1.50984 0.06
H 0.93368 2.41028 0.75658 0.08
H -1.84308 2.58760 -0.38842 0.06
H -2.73166 1.24509 -1.21557 0.05
H -1.76802 -0.16670 0.13425 0.09
H 0.44309 -0.37837 0.80386 0.07
H 2.90179 1.26428 -0.81898 0.06
H 2.09854 1.09098 1.18323 0.08
```

Computed properties:
Net charge = -1
Kohn-Sham gap = 5.680 eV
E_LUMO = 3.367 eV

Record 4
C27H21N7O6Se3TaTe | ωB97M-V/def2-TZVPD

XYZ file:
```
66
Properties=species:S:1:pos:R:3:lowdin_charge:R:1
Ta 1.38158 -1.39006 -0.08082 1.11
Te 2.58802 -3.28961 -1.85680 0.64
Se 2.75245 -2.64954 1.68184 0.13
Se 2.96276 -0.84696 -2.02708 0.21
Se 4.11556 -3.74213 0.09353 -0.01
O -0.95745 -0.66321 -7.60821 0.10
O -0.14532 -1.02077 -1.41386 -0.25
O -0.03993 -2.40919 -3.15868 0.00
O -0.78487 4.50143 -4.21835 0.12
O -0.92856 1.46213 -7.97453 0.11
O 0.05551 3.75778 -2.38111 0.08
N -0.83130 0.48964 -7.26253 -0.35
N -0.36975 3.61729 -3.51041 -0.34
N 0.23452 -0.48985 1.26148 -0.15
N 2.65129 0.39296 0.55381 -0.18
N -0.08451 -3.08583 0.30451 -0.11
N 2.16677 1.55124 1.05880 -0.05
N -0.94296 -3.08090 1.35719 -0.05
C 0.40794 3.20341 0.72908 0.03
C -1.35463 -2.76785 6.26216 -0.04
C -1.07183 -2.89597 3.76803 0.03
C -0.36976 -0.10584 -3.60391 -0.10
C -0.63641 2.05049 -5.37464 0.11
C -0.13803 0.85974 0.97689 -0.25
C -0.99733 -2.16008 4.93843 -0.25
C -1.48417 1.17592 0.80052 0.01
C -0.54579 -0.84002 4.85607 -0.01
C -0.18131 -1.28921 -2.70831 -0.62
C -0.57311 -3.98694 -0.54970 -0.14
C -1.92719 -3.97860 1.16776 -0.02
C -0.52622 -0.34133 -4.96695 0.10
C 3.96745 0.41523 0.77261 -0.19
C -0.45831 2.23274 -4.01797 -0.10
C -1.72535 -4.58569 -0.04608 0.00
C -0.72235 -2.33073 2.54424 -0.15
C 0.79565 1.88109 0.91586 -0.13
C -0.66130 0.73909 -5.81232 -0.09
C -1.87416 2.49112 0.64483 -0.01
C 4.33448 1.58449 1.43275 0.00
C -0.15727 -0.29119 3.65180 0.01
C -0.33548 1.19332 -3.11434 0.08
C -0.93569 3.52939 0.62479 -0.26
C -0.24300 -1.03053 2.47193 -0.25
C -1.36560 4.95389 0.43196 -0.03
C 3.15902 2.28371 1.59008 -0.01
H 0.21238 0.72484 3.60940 0.13
H -0.12742 -4.12920 -1.51609 0.06
H -1.91496 -2.06209 6.87337 0.09
H 2.95035 3.23772 2.04013 0.14
H 1.15958 3.97808 0.65287 0.13
H -0.65208 5.64457 0.87695 0.09
H -2.92493 2.72617 0.54107 0.12
H -0.47965 -0.24165 5.75476 0.12
H 4.57757 -0.41382 0.45862 0.08
H -0.54326 -1.34820 -5.35791 0.14
H -2.34093 5.13187 0.88257 0.09
H 5.31533 1.88021 1.75052 0.11
H -1.39498 -3.92754 3.79586 0.13
H -2.21394 0.37785 0.82945 0.13
H -2.69884 -4.09335 1.90784 0.14
H -1.43473 5.18189 -0.63073 0.08
H -0.20378 1.39680 -2.06120 0.12
H -1.95825 -3.66442 6.13937 0.08
H -2.33667 -5.33378 -0.51334 0.11
H -0.45745 -3.04294 6.81700 0.09
H -0.73740 2.88295 -6.05486 0.14
```

Computed properties:
Net charge = +1
Kohn-Sham gap = 6.743 eV
E_LUMO = -4.229 eV

Record 5
C2H2NO3S | ωB97M-V/def2-TZVPD

XYZ file:
```
9
Properties=species:S:1:pos:R:3:lowdin_charge:R:1
S -1.62031 -1.26916 0.13752 0.95
O 0.86808 -1.20730 -0.67828 -0.27
O 0.05921 2.06325 0.20619 -0.03
O -1.85062 -1.78455 1.53444 -0.56
N -1.23599 0.21875 0.30370 -0.21
C 0.99150 0.08409 -0.44873 -0.44
C -0.15876 0.85230 0.08892 -0.69
H 1.13537 0.70374 -1.41550 0.13
H 1.81152 0.33888 0.27173 0.12
```

Computed properties:
Net charge = -1
Kohn-Sham gap (spin up / spin down) = 7.431 / 7.422 eV
E_LUMO (spin up / spin down) = 3.126 / 3.122 eV

Record 6
C5H13NP | ωB97M-V/def2-TZVPD

XYZ file:
```
20
Properties=species:S:1:pos:R:3:lowdin_charge:R:1
P -0.84782 0.90125 0.22524 1.06
N -0.59579 0.90582 -2.40142 -0.03
C 1.17023 2.03625 1.91318 -0.13
C -0.39445 -0.64686 0.72910 -0.31
C -0.20548 2.04341 1.38693 -0.29
C 0.21304 -3.08487 0.52364 -0.12
C -0.46200 -1.85882 -0.09398 -0.32
H 1.85625 2.72432 1.40858 0.10
H -0.83205 1.85125 -2.61300 0.02
H -0.74222 2.92622 1.38800 0.03
H -0.22210 -1.76527 -1.19128 0.12
H 1.34793 -3.10399 0.56909 0.10
H -1.67450 -1.97959 -0.11724 0.19
H 1.64955 1.00749 1.60617 0.11
H -0.09769 -3.94612 -0.02601 0.06
H -0.04975 -0.85352 1.76231 0.10
H 0.04174 -3.14872 1.68335 0.12
H 0.31010 0.81863 -2.94023 0.08
H 1.11341 2.18254 2.98965 0.10
H -1.17888 0.42487 -3.03699 0.02
```

Computed properties:
Net charge = +1
Kohn-Sham gap = 7.127 eV
E_LUMO = -6.264 eV